1.
{"formula": "C47H135BaN6O24", "method": "wB97M-V/def2-TZVPD", "species": ["Ba", "C", "C", "C", "C", "C", "C", "N", "O", "C", "C", "C", "H", "H", "H", "H", "H", "H", "H", "H", "H", "H", "H", "H", "H", "H", "H", "H", "H", "H", "C", "O", "H", "H", "H", "H", "C", "O", "H", "H", "H", "H", "C", "O", "H", "H", "H", "H", "C", "O", "H", "H", "H", "H", "C", "O", "H", "H", "H", "H", "C", "O", "H", "H", "H", "H", "C", "O", "H", "H", "H", "H", "C", "O", "H", "H", "H", "H", "C", "C", "C", "O", "C", "N", "H", "H", "H", "H", "H", "H", "H", "H", "H", "H", "H", "C", "C", "C", "O", "C", "N", "H", "H", "H", "H", "H", "H", "H", "H", "H", "H", "H", "C", "C", "C", "O", "C", "N", "H", "H", "H", "H", "H", "H", "H", "H", "H", "H", "H", "C", "C", "C", "O", "C", "N", "H", "H", "H", "H", "H", "H", "H", "H", "H", "H", "H", "C", "C", "C", "O", "C", "N", "H", "H", "H", "H", "H", "H", "H", "H", "H", "H", "H", "C", "C", "O", "O", "H", "H", "H", "H", "H", "H", "C", "C", "O", "O", "H", "H", "H", "H", "H", "H", "C", "C", "O", "O", "H", "H", "H", "H", "H", "H", "C", "C", "O", "O", "H", "H", "H", "H", "H", "H", "C", "C", "O", "O", "H", "H", "H", "H", "H", "H"], "xyz": [[-15.970, 23.826, -31.384], [-14.216, 28.672, -30.902], [-14.458, 27.299, -30.271], [-14.190, 27.442, -28.748], [-15.279, 28.234, -28.078], [-16.571, 27.480, -28.222], [-16.931, 27.256, -29.687], [-15.799, 26.729, -30.444], [-16.156, 26.583, -31.826], [-17.569, 28.514, -30.260], [-18.038, 26.199, -29.660], [-13.306, 26.419, -30.800], [-13.269, 29.124, -30.612], [-15.008, 29.373, -30.626], [-14.287, 28.642, -31.991], [-13.246, 27.979, -28.610], [-14.136, 26.437, -28.303], [-15.347, 29.268, -28.425], [-15.058, 28.400, -27.012], [-17.386, 28.028, -27.732], [-16.537, 26.540, -27.659], [-16.884, 29.369, -30.247], [-18.410, 28.856, -29.648], [-17.926, 28.419, -31.281], [-17.694, 25.240, -29.251], [-18.361, 25.954, -30.681], [-18.901, 26.564, -29.108], [-13.508, 26.119, -31.834], [-13.154, 25.466, -30.266], [-12.364, 26.965, -30.814], [-9.990, 30.650, -29.398], [-8.844, 30.579, -30.249], [-9.781, 30.144, -28.463], [-10.248, 31.698, -29.219], [-10.844, 30.189, -29.912], [-9.046, 31.000, -31.088], [-15.922, 31.575, -26.619], [-16.670, 31.752, -25.426], [-15.913, 32.510, -27.185], [-14.895, 31.243, -26.455], [-16.401, 30.809, -27.247], [-17.561, 31.428, -25.617], [-20.493, 25.175, -26.669], [-21.022, 25.852, -25.543], [-20.312, 24.115, -26.483], [-21.230, 25.174, -27.493], [-19.682, 25.727, -27.133], [-21.918, 25.532, -25.399], [-10.332, 25.866, -28.046], [-11.325, 26.733, -27.558], [-9.481, 26.470, -28.388], [-9.918, 25.204, -27.284], [-10.638, 25.352, -28.955], [-12.201, 26.482, -27.874], [-18.104, 31.875, -29.996], [-18.859, 33.052, -30.306], [-17.073, 32.205, -30.090], [-18.361, 31.512, -28.997], [-18.274, 31.045, -30.693], [-19.804, 32.824, -30.342], [-14.010, 25.052, -25.004], [-14.571, 23.769, -25.257], [-14.023, 25.706, -25.891], [-14.556, 25.622, -24.259], [-12.948, 24.931, -24.782], [-14.505, 23.572, -26.189], [-13.562, 31.747, -29.808], [-13.254, 32.811, -28.963], [-14.433, 31.918, -30.438], [-12.709, 31.480, -30.444], [-13.789, 30.853, -29.203], [-12.678, 32.431, -28.263], [-19.429, 27.323, -34.134], [-18.769, 26.616, -33.072], [-20.491, 27.301, -33.911], [-19.119, 28.369, -34.141], [-19.177, 26.897, -35.110], [-18.027, 27.095, -32.651], [-18.829, 26.492, -23.276], [-17.903, 26.010, -24.391], [-16.997, 27.120, -24.873], [-16.262, 27.664, -23.781], [-15.527, 28.788, -24.159], [-17.141, 24.860, -23.843], [-19.369, 27.385, -23.609], [-18.223, 26.736, -22.407], [-19.593, 25.751, -23.058], [-18.475, 25.662, -25.256], [-17.587, 27.952, -25.304], [-16.268, 26.791, -25.632], [-14.708, 28.559, -24.851], [-15.109, 29.209, -23.247], [-16.213, 29.529, -24.589], [-16.366, 24.611, -24.458], [-16.638, 25.227, -23.031], [-20.892, 29.551, -30.818], [-21.180, 30.817, -31.617], [-22.000, 30.549, -32.867], [-21.264, 29.728, -33.721], [-21.846, 29.574, -34.982], [-21.769, 31.821, -30.711], [-20.385, 28.770, -31.384], [-21.830, 29.126, -30.433], [-20.289, 29.814, -29.947], [-20.211, 31.202, -31.969], [-22.253, 31.507, -33.341], [-22.940, 30.039, -32.599], [-22.266, 30.516, -35.356], [-22.667, 28.842, -34.989], [-21.094, 29.229, -35.691], [-22.130, 32.611, -31.246], [-22.574, 31.378, -30.266], [-9.662, 21.443, -31.635], [-10.487, 21.953, -30.450], [-9.824, 21.792, -29.067], [-9.956, 20.500, -28.584], [-8.819, 19.665, -28.799], [-11.028, 23.305, -30.715], [-9.609, 20.359, -31.545], [-8.671, 21.895, -31.587], [-10.161, 21.668, -32.571], [-11.359, 21.288, -30.353], [-10.315, 22.492, -28.387], [-8.765, 22.081, -29.157], [-8.008, 19.937, -28.116], [-8.484, 19.777, -29.830], [-9.130, 18.651, -28.575], [-11.568, 23.557, -29.882], [-10.288, 24.006, -30.741], [-13.216, 26.919, -36.801], [-13.769, 27.366, -35.452], [-13.849, 28.887, -35.410], [-14.718, 29.344, -36.438], [-14.510, 30.725, -36.746], [-15.061, 26.694, -35.220], [-13.269, 25.834, -36.954], [-12.185, 27.253, -36.877], [-13.878, 27.265, -37.601], [-13.058, 27.006, -34.698], [-12.811, 29.202, -35.566], [-14.285, 29.189, -34.445], [-13.562, 30.839, -37.277], [-14.640, 31.362, -35.869], [-15.300, 30.997, -37.452], [-15.550, 26.625, -36.108], [-15.647, 27.268, -34.608], [-10.274, 29.776, -36.847], [-9.185, 29.555, -35.795], [-9.695, 28.650, -34.680], [-10.746, 29.310, -34.038], [-11.198, 28.679, -32.871], [-8.003, 29.074, -36.511], [-11.130, 30.353, -36.491], [-10.607, 28.820, -37.256], [-9.870, 30.405, -37.641], [-8.970, 30.502, -35.288], [-8.886, 28.394, -33.978], [-10.049, 27.677, -35.071], [-12.083, 29.130, -32.425], [-10.440, 28.730, -32.077], [-11.451, 27.631, -33.101], [-7.247, 28.797, -35.883], [-8.238, 28.216, -37.012], [-13.419, 24.045, -33.813], [-13.232, 22.663, -33.256], [-13.545, 22.516, -31.849], [-14.795, 24.450, -33.718], [-13.087, 24.075, -34.857], [-12.865, 24.827, -33.281], [-12.210, 22.335, -33.453], [-13.888, 21.947, -33.749], [-12.671, 22.716, -31.430], [-14.793, 25.348, -34.194], [-17.963, 23.441, -34.195], [-17.476, 22.008, -34.217], [-16.390, 21.707, -33.315], [-18.188, 24.069, -32.943], [-18.893, 23.533, -34.771], [-17.249, 24.010, -34.811], [-17.234, 21.732, -35.250], [-18.295, 21.308, -33.987], [-16.326, 20.753, -33.226], [-18.528, 25.007, -33.042], [-18.217, 21.675, -29.318], [-17.419, 20.663, -30.104], [-16.148, 21.177, -30.521], [-18.448, 22.902, -29.981], [-17.645, 21.914, -28.409], [-19.095, 21.160, -28.910], [-17.993, 20.288, -30.962], [-17.327, 19.768, -29.475], [-15.504, 20.918, -29.848], [-19.395, 22.995, -30.134], [-11.492, 29.565, -25.418], [-12.573, 30.272, -26.197], [-12.110, 31.454, -26.849], [-10.437, 29.085, -26.209], [-11.931, 28.784, -24.782], [-11.055, 30.290, -24.721], [-13.397, 30.534, -25.516], [-13.025, 29.658, -26.981], [-11.685, 32.017, -26.188], [-10.751, 28.271, -26.649], [-19.866, 30.616, -25.411], [-20.102, 29.207, -25.897], [-20.620, 28.472, -24.818], [-19.340, 31.448, -26.488], [-19.159, 30.623, -24.582], [-20.805, 31.082, -25.094], [-19.161, 28.787, -26.291], [-20.812, 29.152, -26.737], [-20.786, 27.532, -25.088], [-20.063, 31.660, -27.084]], "e_lumo_ev": -2.725, "total_energy_ha": -4031.10344, "charge": 1, "homo_lumo_gap_ev": 6.49}

2.
{"formula": "C47H27I4N5PdS", "method": "wB97M-V/def2-TZVPD", "species": ["Pd", "I", "C", "C", "C", "C", "C", "C", "C", "C", "C", "C", "C", "C", "C", "C", "C", "C", "I", "C", "C", "C", "N", "C", "C", "C", "C", "C", "C", "I", "C", "C", "C", "C", "C", "C", "N", "C", "C", "C", "C", "C", "N", "C", "C", "C", "C", "I", "C", "C", "C", "C", "N", "H", "H", "H", "H", "H", "H", "H", "H", "H", "H", "H", "H", "H", "H", "H", "H", "H", "H", "H", "H", "H", "H", "H", "H", "S", "C", "C", "N", "C", "H", "H", "H"], "xyz": [[0.258, 1.087, 1.338], [-6.713, 5.790, -3.652], [-5.237, 4.782, -2.575], [-4.801, 3.538, -3.006], [-3.815, 2.876, -2.289], [-3.262, 3.443, -1.145], [-3.714, 4.689, -0.727], [-4.699, 5.363, -1.436], [-2.193, 2.728, -0.387], [-2.577, 1.707, 0.473], [-3.940, 1.271, 0.645], [-3.916, 0.242, 1.518], [-2.541, 0.057, 1.913], [-2.116, -0.883, 2.845], [-3.139, -1.756, 3.485], [-3.158, -3.124, 3.224], [-4.096, -3.953, 3.819], [-5.030, -3.411, 4.689], [-6.439, -4.651, 5.598], [-5.029, -2.052, 4.963], [-4.085, -1.233, 4.361], [-0.787, -1.047, 3.230], [0.286, -0.379, 2.723], [1.387, -0.845, 3.384], [2.705, -0.480, 3.141], [3.776, -1.172, 3.915], [4.061, -2.513, 3.674], [5.069, -3.163, 4.371], [5.797, -2.466, 5.323], [7.315, -3.435, 6.376], [5.525, -1.131, 5.581], [4.518, -0.491, 4.875], [3.099, 0.456, 2.189], [4.471, 0.741, 1.857], [4.451, 1.656, 0.862], [3.069, 1.934, 0.576], [2.270, 1.190, 1.392], [2.642, 2.849, -0.380], [1.311, 3.140, -0.639], [0.868, 4.114, -1.604], [-0.481, 4.097, -1.588], [-0.875, 3.101, -0.623], [0.231, 2.547, -0.053], [3.684, 3.552, -1.185], [4.239, 2.934, -2.300], [5.215, 3.571, -3.053], [5.638, 4.840, -2.686], [7.109, 5.804, -3.809], [5.093, 5.473, -1.579], [4.118, 4.825, -0.834], [0.986, -1.820, 4.365], [-0.353, -1.956, 4.261], [-1.750, 0.952, 1.254], [-5.222, 3.088, -3.894], [-3.466, 1.907, -2.623], [-3.291, 5.139, 0.163], [-5.044, 6.331, -1.100], [-4.792, 1.701, 0.146], [-4.746, -0.345, 1.873], [-2.422, -3.543, 2.549], [-4.100, -5.013, 3.604], [-5.756, -1.632, 5.645], [-4.078, -0.172, 4.578], [3.482, -3.052, 2.934], [5.284, -4.204, 4.170], [6.091, -0.593, 6.329], [4.301, 0.552, 5.072], [5.329, 0.296, 2.332], [5.288, 2.111, 0.359], [1.519, 4.721, -2.212], [-1.160, 4.685, -2.183], [3.901, 1.944, -2.583], [5.640, 3.082, -3.918], [5.426, 6.463, -1.297], [3.691, 5.314, 0.033], [1.653, -2.322, 5.046], [-1.003, -2.588, 4.842], [1.169, -3.108, 0.701], [-0.341, -2.696, 0.014], [-0.198, -1.599, -0.772], [1.074, -1.094, -0.865], [1.889, -1.800, -0.145], [-1.237, -3.259, 0.214], [-1.001, -1.110, -1.304], [2.944, -1.584, -0.046]], "e_lumo_ev": -1.247, "total_energy_ha": -3797.96067, "homo_lumo_gap_ev": 6.08}